{
  "formula": "C12H38BrN10O6",
  "method": "ωB97M-V with the def2-TZVPD basis set",
  "total_charge": 0,
  "s2": 0.75,
  "homo_lumo_gap_ha": [0.339, 0.141],
  "energy_ha": -4052.936468,
  "homo_ev": [-8.721, -8.702],
  "lumo_ha": [0.0183, -0.1790],
  "spin_multiplicity": 2,
  "symbols": ["Br", "O", "O", "O", "O", "O", "O", "N", "N", "N", "N", "N", "N", "N", "N", "N", "N", "C", "C", "C", "C", "C", "C", "C", "C", "C", "C", "C", "C", "H", "H", "H", "H", "H", "H", "H", "H", "H", "H", "H", "H", "H", "H", "H", "H", "H", "H", "H", "H", "H", "H", "H", "H", "H", "H", "H", "H", "H", "H", "H", "H", "H", "H", "H", "H", "H", "H"],
  "positions_angstrom": [[18.37855, -10.65698, -10.07293], [15.97767, -6.82286, -10.14083], [18.37297, -6.50825, -8.33575], [18.71924, -6.51953, -11.37109], [14.60617, -9.82039, -6.85136], [21.60319, -12.27716, -11.82178], [14.29879, -8.20209, -13.57894], [20.76179, -13.40739, -13.59373], [14.16890, -7.17514, -8.96941], [15.31388, -8.84614, -9.47562], [20.45157, -6.20556, -12.68618], [19.24982, -6.83263, -6.24463], [16.88870, -12.60206, -7.85975], [19.97681, -8.17247, -12.10018], [17.14489, -10.43919, -13.34869], [19.88213, -11.62570, -13.02335], [18.80163, -8.55177, -7.42299], [13.99605, -6.87801, -13.14802], [14.99454, -10.94036, -12.17671], [20.82567, -12.42035, -12.73254], [14.60854, -8.79951, -5.84506], [15.73906, -10.15621, -13.31885], [15.22548, -7.58259, -9.55953], [14.58515, -12.88253, -7.27126], [15.71475, -10.73054, -6.71827], [18.77724, -7.19951, -7.39552], [15.59757, -8.56127, -13.21118], [19.67580, -6.96780, -11.99095], [15.63049, -11.90886, -7.73673], [13.95154, -10.63345, -12.25458], [14.58017, -9.15090, -4.81365], [19.41013, -8.71071, -11.46044], [18.65762, -9.13957, -8.23160], [13.63315, -12.40916, -7.51150], [17.01845, -12.95072, -8.79874], [17.51546, -11.83983, -8.07483], [15.32197, -11.43975, -8.67099], [20.07695, -13.37731, -14.33548], [15.71937, -11.16432, -5.71831], [21.26598, -6.64253, -13.09348], [20.82016, -8.50957, -12.54201], [19.07568, -12.02425, -13.48259], [14.57258, -6.04389, -13.54799], [15.36876, -8.03024, -5.98065], [19.47974, -7.60806, -5.63970], [15.30429, -10.54334, -14.24038], [14.80983, -13.21387, -6.25743], [15.87421, -8.33650, -12.18110], [14.54421, -13.77125, -7.90103], [18.91989, -8.94772, -6.50139], [17.69653, -9.68798, -13.73789], [20.19166, -5.22960, -12.69367], [19.81021, -11.01189, -12.22450], [14.04410, -6.18575, -8.80930], [15.35588, -10.73380, -11.16930], [13.66646, -8.25126, -5.84343], [21.47918, -14.11831, -13.58795], [13.52820, -7.86654, -8.60667], [12.99355, -6.74748, -13.55551], [15.04607, -12.01413, -12.35690], [16.09621, -9.31653, -9.90783], [16.56273, -10.07015, -6.89970], [13.97547, -6.87300, -12.05823], [14.67851, -9.35480, -8.87757], [17.37338, -10.49616, -12.36652], [16.43057, -8.19514, -13.81131], [19.39384, -5.87371, -5.96208]],
  "atomic_forces_ev_per_a": [[-0.11, -0.11, -0.16], [0.72, 0.10, -0.62], [0.83, -0.48, 1.57], [-0.30, -0.40, 0.23], [-0.49, -0.32, 0.78], [1.35, 0.04, 1.09], [1.15, 0.82, -0.06], [1.44, -4.08, -1.94], [-5.16, 2.56, 2.95], [1.54, -6.36, -0.43], [2.56, 3.07, -2.20], [1.35, 1.81, 3.81], [1.35, 1.01, -0.40], [0.65, -8.00, 0.50], [0.42, -0.93, 0.85], [-3.92, 5.09, 0.25], [-0.20, -2.07, 0.21], [-1.51, -0.48, -0.15], [0.34, 0.66, -1.21], [2.40, -2.21, 0.54], [-0.76, 0.24, 0.01], [-1.10, 1.10, 0.41], [2.67, 3.61, -2.21], [-0.52, -0.18, -1.10], [-0.13, 0.33, -0.43], [-1.82, 0.48, -4.82], [0.03, -3.16, 0.16], [-3.55, 5.30, 1.54], [-0.94, 0.80, 0.45], [-0.04, -0.04, 0.24], [0.70, -0.67, 0.01], [0.63, -0.65, -0.25], [-0.14, 0.60, 0.34], [-0.38, -0.04, 1.10], [-0.97, -1.31, -0.34], [1.12, 0.64, 1.11], [-0.14, -0.10, -0.36], [0.59, -0.31, 0.10], [0.21, 0.17, 0.24], [-0.04, 1.12, -0.23], [-0.38, -0.26, 0.38], [-0.34, 0.90, 0.40], [0.69, -0.39, -0.05], [0.45, -0.31, -0.14], [0.39, 1.09, 0.39], [-0.21, 0.43, -0.28], [-0.55, 0.24, 0.09], [-0.32, 0.50, 0.30], [0.42, -0.14, -0.08], [-0.05, -0.87, -0.81], [0.03, 0.18, -0.20], [0.69, -0.17, -0.28], [-1.08, 0.47, -0.48], [-0.15, -0.37, -0.09], [0.08, 0.11, -0.16], [-0.23, -0.13, -0.80], [-0.31, 0.09, -0.15], [-0.13, 0.73, 0.21], [-0.20, 0.30, 0.35], [0.08, -0.03, -0.03], [-0.31, 0.16, 0.27], [0.70, -0.48, 0.09], [0.11, 0.38, 0.04], [0.56, -0.16, -0.06], [0.82, -0.26, 0.25], [-0.36, 0.69, -0.58], [-0.20, -0.36, -0.16]]
}